114
Properties=species:S:1:pos:R:3:forces:R:3:lowdin_charge:R:1 method="wB97M-V/def2-TZVPD" smiles="NC[C@H](O)CC(=O)O[C@@](N=C=S)(c1ccccn1)P(O)Cl.COCCOC.COCCOC.COCCOC.COCCOC.COCCOC" lumo_energy_ha=-0.03930 homo_lumo_gap_ha=0.288
N 0.532161 -2.908442 0.280806 0.2454 -0.8723 0.8414 -0.02
C 1.044768 -3.177077 1.685237 0.9147 -0.2698 -0.4568 -0.18
C 2.550181 -2.571517 1.775699 -0.6670 0.1503 -0.2156 -0.32
O 3.532438 -3.627852 2.043098 -0.7305 0.8523 -1.2442 -0.08
C 2.695721 -1.441409 2.916531 0.9736 0.0447 -0.8323 -0.03
C 1.582401 -0.300245 2.843905 -2.2819 -0.4340 4.1199 -0.36
O 0.825282 -0.185560 3.850540 2.7293 -0.2653 -4.2323 0.04
O 1.335453 0.566415 1.729845 1.8931 0.0681 1.6348 -0.06
C 2.317799 1.632737 1.646128 -1.3644 1.1497 -3.7137 -0.59
N 3.689297 1.087721 1.271971 -0.8106 -3.0651 -4.1886 0.06
C 3.587661 0.393669 0.169885 -1.4111 2.1849 0.6773 -0.56
S 3.121050 -0.186543 -1.324872 1.4544 1.3823 4.0687 0.77
C 1.880886 2.554163 0.381633 -0.9266 2.0977 -2.6032 -0.22
C 2.839279 3.565749 -0.262853 -0.7706 0.3111 -0.9064 -0.03
C 2.520938 4.465913 -1.497398 -4.1218 -3.7197 2.0511 -0.01
C 1.058779 4.211549 -2.031534 2.6915 -1.4308 3.1881 -0.02
C 0.240494 3.168081 -1.252065 0.8355 1.0364 -0.7649 -0.10
N 0.568867 2.381786 -0.124295 2.8428 2.6243 -1.5473 0.09
P 2.524092 2.628196 3.259136 1.5831 0.5563 2.1482 0.72
O 3.367740 4.110549 2.941730 -2.6929 -1.4928 -0.2399 -0.37
Cl 0.607736 3.224438 3.995626 1.1114 -0.1459 -1.3381 0.19
H -0.442365 -3.241669 0.226385 0.5864 0.1848 -0.0951 0.06
H 1.075949 -3.555460 -0.326836 -0.6589 0.6792 0.3948 0.07
H 1.159848 -4.311919 1.813677 -0.2754 1.6297 0.4213 0.12
H 0.348526 -2.714681 2.464729 0.9443 -0.7335 -1.1000 0.11
H 2.785461 -2.161700 0.723488 -0.4747 -0.2177 1.7585 0.10
H 3.797459 -3.924587 1.138588 -0.0753 0.2166 1.2920 0.10
H 2.672305 -1.907473 3.966103 -0.4097 0.7214 -1.6839 0.15
H 3.753234 -0.987731 2.811352 -1.7491 -0.5361 0.0571 0.12
H 3.893211 3.648226 0.190717 -1.8457 -0.1468 -0.7520 0.10
H 3.244480 5.205824 -1.961662 -1.0110 -1.2044 0.8367 0.09
H 0.664139 4.770514 -2.951066 0.4692 -1.1316 1.6901 0.08
H -0.823134 2.996534 -1.665523 1.8729 0.1788 0.8779 0.11
H 2.673153 4.803672 2.834603 0.7585 -0.3502 -0.1746 0.04
C -2.614364 -0.957925 7.391932 -0.1643 0.0816 -0.0856 -0.11
O -2.939331 -0.470840 6.098261 0.1788 -0.3327 0.0671 -0.20
C -2.001269 -0.895889 5.106664 -0.4984 0.1695 -0.1913 -0.20
C -2.555201 -2.051043 4.279721 0.3758 -0.0765 0.3251 -0.19
O -2.703195 -3.231166 5.068284 -0.2622 0.2261 -0.0026 -0.19
C -4.049725 -3.457369 5.456980 0.1206 -0.1149 0.0043 -0.11
H -3.472768 -0.786905 8.043792 0.0226 0.0525 -0.0928 0.09
H -2.394245 -2.029595 7.378154 0.0270 0.0600 -0.0142 0.08
H -1.757640 -0.409979 7.791592 0.1039 -0.0577 0.0847 0.09
H -1.045070 -1.165536 5.566037 -0.0756 -0.0313 -0.0665 0.12
H -1.829666 -0.041377 4.445863 0.0909 -0.0497 -0.0025 0.11
H -1.842588 -2.284614 3.483110 0.0156 0.0405 -0.0340 0.11
H -3.506848 -1.773528 3.811406 0.0375 0.0336 0.0918 0.12
H -4.630091 -3.810409 4.599133 -0.1230 0.0460 0.0011 0.09
H -4.512004 -2.555317 5.867211 0.0242 -0.0160 -0.0423 0.08
H -4.058033 -4.236459 6.221696 0.0983 0.0465 -0.0752 0.09
C 0.213455 3.596706 -5.718610 -0.0818 -0.2110 0.0377 -0.11
O -0.817460 3.186434 -4.830814 -0.0777 0.3907 -0.2327 -0.21
C -1.844326 4.174163 -4.700205 -0.0918 -0.6001 0.0993 -0.20
C -3.073480 3.806426 -5.524606 0.2076 0.4184 -0.1949 -0.20
O -2.794257 3.855667 -6.922029 0.1109 -0.2722 0.2433 -0.19
C -2.591761 2.565358 -7.480197 -0.0406 0.0951 -0.1143 -0.11
H 0.835312 2.728367 -5.941551 -0.0642 0.0213 0.1100 0.09
H -0.191320 3.986459 -6.657235 0.0080 0.0209 0.0778 0.09
H 0.835248 4.357602 -5.240143 0.0950 0.1152 -0.0883 0.07
H -1.468613 5.165307 -4.976566 -0.0509 -0.0567 -0.0833 0.13
H -2.125319 4.201516 -3.642602 -0.0450 0.0418 0.0009 0.12
H -3.859695 4.541003 -5.328189 -0.0089 -0.0035 0.0406 0.12
H -3.453832 2.819428 -5.237544 0.1170 0.0481 0.0115 0.13
H -3.549113 2.042920 -7.565665 0.0214 -0.1178 0.0258 0.09
H -1.898825 1.967181 -6.882117 -0.0442 0.0258 0.0023 0.08
H -2.176619 2.688293 -8.482255 -0.0492 0.0929 0.0911 0.09
C -2.649574 1.357998 1.346291 0.1466 0.1319 0.1049 -0.11
O -3.387154 2.441401 0.795730 -0.3090 -0.3101 0.0729 -0.20
C -4.725240 2.072488 0.463136 0.2105 0.5847 0.1225 -0.20
C -5.713445 2.566513 1.514371 0.0220 -0.5413 0.0340 -0.20
O -5.524278 1.895908 2.758510 0.1756 0.2984 -0.1807 -0.19
C -4.817768 2.689311 3.701689 -0.0413 -0.1371 0.1223 -0.10
H -1.728949 1.756891 1.774852 -0.0322 0.0138 -0.1374 0.07
H -3.209480 0.846498 2.135455 -0.0393 0.0197 -0.0581 0.08
H -2.388051 0.647508 0.558247 0.0596 -0.1258 0.0082 0.08
H -4.807810 0.988794 0.326730 -0.0273 0.0313 0.0988 0.12
H -4.958201 2.552847 -0.492467 -0.0686 -0.0217 -0.0141 0.12
H -6.728509 2.337029 1.176933 -0.0194 0.0215 -0.0337 0.12
H -5.636882 3.652586 1.640863 0.0884 -0.0791 -0.0338 0.12
H -5.470793 3.478212 4.087052 0.0518 0.1066 0.0085 0.09
H -3.919426 3.135676 3.266371 -0.0447 -0.0127 -0.0138 0.08
H -4.524116 2.048247 4.535182 -0.0644 -0.0376 -0.1095 0.09
C 9.462101 -2.393910 -1.036754 0.0423 0.1726 0.0138 -0.11
O 8.741339 -1.315006 -1.615314 -0.2224 -0.3336 0.1317 -0.19
C 7.408314 -1.682411 -1.972361 0.1744 0.5832 0.1405 -0.19
C 6.399091 -1.170832 -0.949769 0.1826 -0.6600 -0.0884 -0.24
O 6.556248 -1.825833 0.307606 0.1101 0.2820 -0.1256 -0.20
C 7.244195 -1.022243 1.256514 -0.0779 -0.1035 0.1220 -0.10
H 10.374652 -1.992384 -0.593460 -0.0695 0.0459 -0.0860 0.09
H 8.884192 -2.893976 -0.253828 0.0076 0.0114 -0.0650 0.08
H 9.737505 -3.114856 -1.810235 0.0131 -0.1380 0.0177 0.09
H 7.324090 -2.767274 -2.097173 -0.0307 0.0412 0.0952 0.13
H 7.198544 -1.213081 -2.938438 -0.0526 -0.0255 -0.0038 0.12
H 5.391834 -1.400424 -1.305983 0.1807 -0.0166 -0.0392 0.04
H 6.477222 -0.083257 -0.835190 0.0564 -0.0618 -0.0387 0.12
H 6.585850 -0.225459 1.616031 0.0580 0.1115 0.0206 0.08
H 8.154207 -0.585464 0.836255 -0.0535 -0.0131 -0.0181 0.09
H 7.515496 -1.653010 2.105085 -0.0847 -0.0262 -0.1130 0.09
C -0.950890 -3.196275 -2.861161 0.0367 -0.0865 0.0299 -0.12
O -1.981652 -3.609885 -1.974348 -0.0558 0.2835 -0.1890 -0.21
C -3.003943 -2.621512 -1.832339 -0.1290 -0.5009 0.1034 -0.20
C -4.237062 -2.977002 -2.656198 0.2349 0.4028 -0.1690 -0.20
O -3.962198 -2.916108 -4.054419 0.0968 -0.2884 0.2147 -0.19
C -3.766510 -4.201770 -4.624822 -0.0385 0.1176 -0.1027 -0.11
H -0.332652 -4.065647 -3.092202 -0.0857 -0.0110 0.0802 0.09
H -1.355287 -2.797500 -3.796202 -0.0054 -0.0093 0.0692 0.09
H -0.325898 -2.441716 -2.377154 0.0519 0.1122 -0.0466 0.07
H -2.625616 -1.629556 -2.100952 -0.0412 -0.0630 -0.0604 0.13
H -3.281708 -2.602708 -0.773964 -0.0398 0.0517 -0.0045 0.12
H -5.019848 -2.241264 -2.450491 -0.0093 -0.0019 0.0405 0.12
H -4.620335 -3.965181 -2.377033 0.1074 0.0460 0.0018 0.13
H -4.726192 -4.719833 -4.711838 0.0162 -0.1203 0.0219 0.09
H -3.073859 -4.807942 -4.034493 -0.0398 0.0276 0.0020 0.08
H -3.354198 -4.071339 -5.627130 -0.0472 0.0886 0.0911 0.09

***

112
Properties=species:S:1:pos:R:3:forces:R:3:mulliken_spin:R:1 method="wB97M-V/def2-TZVPD" charge=+1 spin_multiplicity=3 lumo_energy_ha="-0.06022 / -0.06367" homo_lumo_gap_ha="0.288 / 0.281" relative_energy_kj_mol=0.0 s2=2.005
Pd -1.338371 -0.355799 25.862421 0.4411 2.4331 -2.1086 1.63
C -0.444020 2.938483 24.570677 -1.2018 0.0201 -0.2491 0.01
C -1.908601 2.426891 24.223246 1.1744 -1.0207 1.8723 -0.02
C -2.549654 3.115108 23.067454 0.5473 0.3463 -0.9144 0.02
O -2.028563 1.047335 24.271580 0.2601 -0.7040 -0.8411 0.14
H -0.267847 2.485816 25.546456 0.3708 0.2777 0.0529 0.00
H -0.462985 4.028228 24.585052 -0.0403 0.1977 0.5460 0.00
H 0.407698 2.723465 23.925356 -0.3581 -0.6483 -0.4398 0.00
H -2.494544 2.720545 25.094180 -0.1494 1.0898 0.5486 0.01
H -3.611078 2.893394 22.956505 -0.1383 0.3507 0.3389 0.00
H -2.107135 2.864730 22.103307 0.3276 -0.1585 -0.1433 0.00
H -2.328441 4.174122 23.200319 -0.5996 0.1941 -0.1189 0.00
C -1.275453 -2.696020 21.807204 -0.3653 0.2881 -0.3370 0.00
S -0.245660 -1.502613 22.761550 0.1435 -1.7238 -0.5133 0.01
O -0.765937 -1.609360 24.152733 0.2621 -0.8808 -0.7333 0.01
C 1.269097 -2.621590 22.681370 -0.1417 0.6884 0.7763 0.01
H -1.112349 -2.582485 20.735475 0.4689 -0.0319 0.0022 0.00
H -2.337201 -2.469077 21.903521 0.1614 0.4843 0.3583 0.00
H -1.142378 -3.731741 22.119719 0.3653 0.1190 0.1423 0.00
H 1.671707 -2.647860 21.668787 -0.1860 -0.0916 0.0344 0.00
H 1.114274 -3.607695 23.119237 -0.6525 -0.1202 -0.5205 0.00
H 2.020351 -2.231437 23.368023 0.0650 0.6553 -0.1893 0.00
C 2.631511 1.489730 26.912523 0.5322 0.6794 -0.0575 0.00
S 2.319525 0.105973 25.746528 -1.9492 0.9063 -0.5222 0.03
O 0.807510 -0.001906 25.605346 2.6568 0.2389 -0.0836 0.00
C 2.859653 0.923394 24.188457 0.5629 0.4860 0.0318 0.00
H 1.999308 2.365779 26.767746 -0.4469 -0.3266 -0.5102 0.00
H 3.640438 1.877958 26.773117 0.2538 -0.3167 -0.2266 0.00
H 2.563692 1.248196 27.973257 -0.2100 -0.7186 -0.2091 0.00
H 2.365694 0.600395 23.272068 -0.4975 -0.6351 0.4560 0.00
H 3.918913 0.721690 24.029165 0.1229 0.0237 0.2735 0.00
H 2.704915 2.002324 24.196434 -0.0244 -0.0028 0.4193 0.00
C 0.416526 -2.488047 29.380796 -0.7468 0.2877 0.1376 0.00
S -0.057764 -3.155711 27.725098 1.3311 1.6941 -0.2428 0.02
O -0.622098 -2.055837 26.846596 1.0125 -2.6383 2.1454 0.05
C 1.676077 -3.383895 27.151982 -0.7663 -0.8961 -0.6896 0.00
H 0.529177 -3.291482 30.108747 0.0681 -0.2837 -0.2850 0.00
H -0.442163 -1.910881 29.723776 -0.1237 0.0179 -0.0988 0.00
H 1.291328 -1.839700 29.430494 0.0348 -0.1152 -0.5406 0.00
H 2.006788 -4.347768 27.538865 0.2016 0.1228 0.3221 0.00
H 2.411987 -2.590742 27.284056 -0.4539 0.1434 0.4136 0.00
H 1.546251 -3.557230 26.083712 0.0130 0.1170 -0.1500 0.00
C -5.095681 0.783197 25.553328 0.2295 -1.1257 0.0215 0.00
S -4.330282 0.644804 27.218252 -0.2689 -1.7151 -0.7103 0.01
O -3.088521 -0.219488 27.068166 -2.3991 1.6275 1.6181 0.02
C -5.588583 -0.590801 27.882858 0.4645 1.0873 -0.3350 0.00
H -4.546801 1.319988 24.779587 0.1809 0.7833 0.7193 0.00
H -6.146940 1.036908 25.689675 0.1453 0.2803 -0.1611 0.00
H -5.000242 -0.223764 25.147113 -0.2680 -0.3720 0.2478 0.00
H -5.364338 -0.727818 28.940701 -0.0323 0.0212 -0.0930 0.00
H -5.507107 -1.537300 27.348447 0.2604 0.2190 -0.1455 0.00
H -6.574538 -0.148845 27.739084 -0.0261 -0.0592 0.1593 0.00
C -1.555663 3.110811 28.126430 0.6187 0.0767 0.2711 0.00
S -0.656686 1.631608 28.809369 -1.8822 0.3202 -1.1791 0.04
O -0.831246 0.596541 27.684681 1.2004 1.9195 3.3372 0.00
C -1.846431 1.267070 30.206136 0.0272 -0.6193 -0.3822 0.00
H -0.887859 3.583369 27.406131 -0.0624 -0.3573 -0.2391 0.00
H -1.762322 3.902739 28.846310 0.0265 -0.3638 0.4696 0.00
H -2.488013 2.796125 27.657596 0.1940 -0.2283 0.0053 0.00
H -2.032070 2.019929 30.972184 0.7187 0.5785 -0.3568 0.00
H -1.423715 0.403277 30.719244 -0.1080 -0.1052 -0.1249 0.00
H -2.841669 1.022056 29.835236 0.2123 -0.2066 -0.4486 0.00
C -4.230326 -3.692314 23.830654 0.8112 0.0812 -0.2148 0.00
S -2.905977 -3.356762 25.047809 -0.7300 0.6239 1.0462 0.00
O -3.015816 -1.923036 25.594539 -1.5915 -3.4213 -1.6739 0.02
C -3.495222 -4.438931 26.437223 0.4811 0.4265 -0.7295 0.00
H -4.047419 -4.695617 23.445922 -0.0693 -0.2647 0.3164 0.00
H -3.941747 -3.060795 22.990406 -0.4775 0.3409 0.1030 0.00
H -5.272944 -3.567199 24.122894 0.2300 0.1967 0.2332 0.00
H -3.588518 -5.474104 26.108862 -0.0585 0.0752 -0.1895 0.00
H -4.432297 -4.058469 26.843721 0.1351 0.0473 -0.0069 0.00
H -2.672276 -4.392848 27.150473 -0.2313 0.1016 0.1830 0.00
N 2.080187 0.820137 18.897616 -1.1155 -1.0523 0.1696 0.00
C 1.230971 1.752562 18.424521 0.2932 1.6831 0.4020 0.00
C 0.367926 2.085023 19.457251 -1.2674 1.3234 -2.1955 0.00
C 0.447994 1.157935 20.449404 2.8352 -2.1465 0.7071 0.00
C 1.574954 0.339567 20.095786 -0.5578 0.6524 0.4921 0.00
H 2.797207 0.456700 18.286146 -0.0800 -0.4296 0.5775 0.00
H 1.404563 2.164175 17.441234 -0.1254 0.2623 0.2097 0.00
H -0.334498 2.904616 19.492844 -0.0656 -0.0575 -0.4481 0.00
H -0.153328 1.164231 21.346492 0.2539 -0.2993 0.0832 0.00
H 2.074168 -0.487937 20.577880 -0.1396 0.1112 0.1113 0.00
N -0.417101 -7.964533 25.017635 0.2351 0.3877 -0.7973 0.00
C -0.126390 -6.666845 25.357461 -0.6070 0.5823 1.8703 0.00
C -0.366494 -5.795267 24.329680 0.4490 -1.7774 -1.2100 0.00
C -0.660507 -6.684903 23.235844 -0.3766 0.3392 -0.7647 0.00
C -0.713071 -7.974435 23.675640 -0.3090 0.0459 0.3663 0.00
H -0.337439 -8.802473 25.575857 0.0597 0.4700 0.0969 0.00
H 0.037780 -6.404078 26.392063 0.2378 -0.1804 0.0414 0.00
H -0.294662 -4.720164 24.256070 0.0281 -0.1580 0.4244 0.00
H -0.818301 -6.457491 22.191919 -0.1375 0.3214 0.0740 0.00
H -1.073544 -8.861443 23.175969 0.3605 0.0208 -0.0032 0.00
N -3.561007 0.567047 21.563506 0.3475 0.1440 1.9122 0.00
C -4.881283 0.346178 21.668596 -1.0814 0.6307 0.1226 0.00
C -5.293112 -0.294128 20.545121 0.3581 -0.7971 -1.1691 0.00
C -4.097018 -0.549913 19.759512 -1.0641 -0.5652 0.2614 0.00
C -3.060093 -0.084475 20.506651 1.0717 1.0183 -1.0047 0.00
H -3.067870 1.175086 22.201634 0.3460 -0.8039 0.1736 0.01
H -5.462993 0.691309 22.510555 0.1071 0.1411 -0.0924 0.00
H -6.311953 -0.556076 20.300672 0.1249 -0.0593 -0.0135 0.00
H -4.006530 -1.007225 18.785308 -0.1542 -0.1185 0.1575 0.00
H -1.999648 0.013270 20.326968 -0.0700 -0.1698 -0.3503 0.00
N -3.957343 -2.118758 32.570167 0.1492 0.4048 -0.5600 0.00
C -3.308520 -3.295013 32.252538 -0.2647 0.2174 0.2163 0.00
C -2.847147 -3.172012 30.956584 -0.3017 -1.3419 1.0471 0.00
C -3.262258 -1.933199 30.472016 0.9667 -0.0231 -0.7181 0.00
C -3.895860 -1.284458 31.486750 -0.1192 0.6408 -0.3865 0.00
H -4.473080 -1.841216 33.393013 0.3424 -0.5490 0.0455 0.00
H -3.267112 -4.103712 32.967166 0.0552 0.0694 -0.1381 0.00
H -2.322287 -3.938104 30.405201 -0.0136 0.0127 0.0747 0.00
H -2.937294 -1.645959 29.482933 -0.4522 0.7163 -0.0443 0.00
H -4.194242 -0.246493 31.485910 -0.3751 -0.1834 0.3716 0.00